# 1
ORCA calculation (ωB97M-V/def2-TZVPD) on an isolated molecule of C6H10O.

Properties
- HOMO-LUMO gap: 9.9664 eV
- Charge: 0
- M: 98.14 g/mol
- E_tot: -8430.0849 eV
- SMILES string: C=C1CC(CO)C1
- Energy above the lowest of the compared OMol25 structures with the same formula, charge and spin: 1.156 eV

```
17
Properties=species:S:1:pos:R:3:forces:R:3:lowdin_charge:R:1
O 0.124338 1.402670 1.690323 -0.0075 0.1539 0.3006 -0.07
C 1.166243 1.391917 0.731592 0.3132 -0.0211 -0.3131 -0.25
C 0.836324 0.352786 -0.320294 0.1417 0.0949 -0.0014 -0.28
C 0.485013 -1.064057 0.211741 0.0541 -0.1275 0.0619 -0.09
C -0.572717 0.451962 -0.968914 -0.0945 0.0805 -0.0934 -0.09
C -0.837004 -0.977390 -0.529620 -0.1982 -0.1475 -0.0186 -0.30
C -1.835489 -1.825970 -0.724169 0.0655 0.0770 0.0338 0.04
H -1.225173 1.183601 -0.480789 0.0934 -0.1055 -0.0488 0.12
H 0.366501 -1.093593 1.300014 0.0118 0.0014 -0.1521 0.11
H 2.131174 1.142720 1.202412 -0.1621 0.0164 -0.0545 0.12
H -0.584936 0.628033 -2.049728 -0.0090 -0.0382 0.1567 0.11
H 1.272817 2.381693 0.257007 -0.0466 -0.1515 0.0765 0.12
H -1.820587 -2.827004 -0.298970 0.0361 0.1360 -0.0713 0.06
H 1.640536 0.338384 -1.063875 -0.1145 0.0006 0.1054 0.14
H -2.714825 -1.545428 -1.299712 0.1454 -0.0215 0.0590 0.06
H 1.156476 -1.870955 -0.099821 -0.1099 0.1074 0.0382 0.11
H 0.411307 1.930633 2.442805 -0.1188 -0.0551 -0.0788 0.09
```
Forces are in eV/Å.

# 2
ORCA calculation (ωB97M-V/def2-TZVPD) on an isolated molecule of C2H5NO2 in a non-equilibrium geometry.

Properties
- HOMO-LUMO gap: 9.4061 eV
- Charge: 0
- M: 75.07 g/mol
- E_tot: -7736.6189 eV
- SMILES string: C/C(O)=[NH+]/[O-]
- Energy above the lowest of the compared OMol25 structures with the same formula, charge and spin: 4.132 eV

```
10
Properties=species:S:1:pos:R:3:forces:R:3:lowdin_charge:R:1
O 2.792154 -0.438736 -0.314407 -1.6996 -0.5452 0.3310 -0.15
O 1.184909 1.480602 0.796702 -0.9092 -4.5147 -3.7436 -0.03
N 1.483130 -0.645649 -0.342954 0.4776 -0.1474 -0.7057 -0.10
C -0.784030 0.095191 -0.166456 -3.4520 0.7348 -2.5201 -0.04
C 0.587585 0.219699 -0.055554 5.1165 4.3365 4.3644 -0.25
H -1.257123 1.089862 -0.360891 0.5994 -0.6152 -0.3794 0.12
H -1.332296 -0.180185 0.687540 -0.3312 -0.9606 1.3507 0.08
H -0.982572 -0.575931 -1.047431 -0.2863 0.5493 0.9353 0.12
H 2.131127 1.222080 0.583157 -0.6592 0.5233 0.5145 0.07
H 1.045678 -1.555944 -0.633399 1.1441 0.6391 -0.1471 0.19
```
Forces are in eV/Å.

| no. | highest occupied orbital energy (hartree) | LUMO (eV) |
| --- | --- | --- |
| 1 | -0.335 | 0.9 |
| 2 | -0.328 | 0.5 |